[1]
The following is a DFT calculation (wB97M-V/def2-TZVPD) of a molecular structure, C18H42GdN3OP2S.

2S+1: 8
Electronic energy, Eh: -2796.1848
Total charge: +2
Gap between HOMO and LUMO (alpha / beta), eV: 5.48 / 5.10
E_HOMO (alpha / beta), eV: -11.1 / -13.3

Structure (XYZ):
```
68
Properties=species:S:1:pos:R:3:forces:R:3:lowdin_spin:R:1
Gd -0.166845 0.048201 -0.451459 0.40 -0.34 -0.56 5.328
P -0.005554 -2.226991 -1.516158 -0.49 2.05 0.40 0.252
P 0.267928 2.470803 0.337990 -1.15 -0.90 -1.29 0.385
N 0.473354 0.810165 -2.462920 -0.90 0.35 -0.26 0.008
C 0.927303 -1.575446 -2.960725 0.08 -0.22 -0.38 0.032
H 1.758558 -2.277165 -3.069028 0.06 0.17 -0.35 0.004
H 0.253603 -1.705360 -3.816224 0.30 0.08 0.04 0.002
C 1.480245 -0.138941 -2.952850 -0.03 0.71 -0.38 0.009
H 2.383995 -0.045361 -2.336060 -0.18 -0.08 -0.16 0.001
H 1.709858 0.207749 -3.969936 0.40 -0.65 0.04 0.000
C 0.699023 2.269935 -2.468143 0.03 -0.57 -0.39 0.008
H -0.273422 2.730778 -2.684847 0.38 0.05 -0.01 0.000
H 1.381916 2.440753 -3.304999 0.00 0.65 0.17 0.001
C 1.277957 2.802976 -1.142518 0.37 0.28 -0.08 0.066
H 1.342684 3.893239 -1.187195 0.26 0.11 -0.27 0.015
H 2.288622 2.401651 -0.966187 -0.27 0.19 0.00 0.004
C 1.065186 2.826018 1.865463 0.96 0.48 0.60 0.049
C 1.929799 1.766471 2.534095 0.14 -0.82 0.56 0.014
H 2.847682 1.471431 2.023417 0.15 0.76 0.20 0.002
H 1.415348 0.815445 2.609806 0.62 0.81 -0.41 0.002
H 2.059321 1.983381 3.603436 0.58 0.62 -0.43 0.000
C -1.355559 3.273647 0.139408 0.14 0.25 0.16 0.058
C -2.368762 2.814084 1.205080 -0.61 -0.10 0.05 0.005
H -3.361838 2.713024 0.750914 0.26 -0.02 0.07 0.000
H -2.449722 3.552641 2.013356 -0.02 -0.27 -0.32 0.000
H -2.102528 1.839776 1.640169 -0.27 0.29 -0.31 0.002
C -1.654476 -2.685441 -2.013679 0.02 -0.60 -0.24 0.048
C -2.283338 -3.525920 -0.906404 -0.29 -0.21 0.10 0.002
H -3.356166 -3.639623 -1.083171 0.13 0.03 0.00 0.000
H -2.147024 -3.080722 0.086531 -0.13 -0.05 -0.17 0.001
H -1.842022 -4.528873 -0.912774 -0.16 0.19 0.15 0.000
C 0.982314 -3.400298 -0.658829 0.17 -0.69 0.27 0.039
C 0.510928 -3.751070 0.760009 0.09 -0.32 0.14 0.005
H 1.310898 -4.328520 1.242066 -0.21 0.06 -0.10 0.000
H -0.393160 -4.372713 0.751356 0.34 0.17 0.02 0.000
H 0.317329 -2.865844 1.382057 0.05 -0.15 -0.30 0.002
C 1.938569 -0.350485 0.261359 -0.45 0.31 -1.10 0.236
O 2.955040 -0.584324 0.671653 3.43 -0.86 1.52 0.167
C -1.085179 4.780237 0.170434 -0.23 0.87 -0.36 0.030
H -0.052667 5.027834 0.461930 -0.34 0.15 -0.12 0.003
H -1.271274 5.233780 -0.807582 0.11 -0.01 0.14 0.002
H -1.762778 5.259708 0.882303 0.16 0.10 -0.13 0.004
C -1.372217 -3.461372 -3.285386 -0.62 -0.73 -1.13 0.021
H -1.912342 -4.405107 -3.250733 -0.07 -0.10 -0.33 0.004
H -1.692353 -2.895477 -4.160515 -0.04 -0.20 -0.09 0.001
H -0.309190 -3.699503 -3.420698 -0.58 -0.10 -0.22 0.002
C 1.031179 -4.575787 -1.607357 0.65 -1.34 0.25 0.018
H 1.668918 -5.341134 -1.168077 0.07 -0.22 -0.12 0.004
H 0.043175 -5.021477 -1.762422 0.29 0.04 0.07 0.000
H 1.458974 -4.313754 -2.579392 -0.03 -0.13 0.14 0.001
C 0.011302 3.399313 2.794063 -0.04 0.49 0.56 0.006
H -0.781534 2.687563 3.037947 0.44 0.23 -0.15 0.001
H 0.476576 3.683378 3.733895 0.12 0.12 0.08 0.002
H -0.438459 4.290102 2.351390 0.05 -0.19 0.43 0.000
H 1.748030 3.589773 1.502795 0.28 0.72 0.45 0.011
H 1.967862 -2.919655 -0.575959 -0.17 -0.08 -0.18 0.004
H -1.742706 2.973974 -0.850446 0.34 -0.05 0.41 0.003
H -2.285173 -1.803686 -2.220534 0.54 -0.13 0.28 0.008
H -0.477153 0.585202 -2.791933 0.45 0.23 -0.53 0.004
H -1.874460 0.414419 -0.759085 -3.17 0.82 -1.00 0.034
N 0.885718 -0.838339 4.145401 -1.71 1.29 0.54 0.009
C -0.092563 -0.098409 3.580115 -0.08 -1.86 -1.72 0.015
N -1.093158 0.524232 4.164082 0.69 -0.47 1.72 0.014
S -0.220431 -0.093329 1.866334 -1.26 -1.42 3.43 0.050
H 0.828848 -0.987646 5.136939 0.39 -0.18 0.30 0.000
H 1.579112 -1.344753 3.610772 -0.28 0.24 -0.11 0.000
H -1.872933 0.883821 3.626939 0.28 -0.17 0.08 0.000
H -1.180145 0.417007 5.160707 -0.41 0.33 0.31 0.000
```
Forces are in eV/Å.

---

[2]
The following is a DFT calculation (wB97M-V/def2-TZVPD) of 2 unconnected molecules or ions with the total composition C2H2ClO2P.

Electronic energy, Eh: -1029.4066
SMILES string: O=C=CP=O.Cl
Energy relative to the best compared isomer or geometry (same formula, charge and spin), kJ/mol: 177.07
Gap between HOMO and LUMO, eV: 9.22
E_HOMO, eV: -9.7

Structure (XYZ):
```
8
Properties=species:S:1:pos:R:3:forces:R:3:nbo_charge:R:1
O -1.608271 -2.052278 -1.155382 -0.90 -1.79 -1.84 -0.392
C -1.196091 -1.540782 -0.240615 1.06 2.44 1.62 0.795
C -0.866967 -0.690857 0.718006 0.11 -0.09 0.43 -1.051
P -1.897980 0.748759 1.044030 0.93 -0.27 1.52 1.350
O -2.503942 1.252377 -0.168968 -1.09 0.40 -1.64 -0.995
H 0.000888 -0.685975 1.364849 -0.10 -0.69 -0.09 0.292
Cl 3.643356 1.209784 -0.365514 -0.22 -0.16 0.23 -0.266
H 4.429004 1.758975 -1.196408 0.21 0.15 -0.23 0.266
```
Forces are in eV/Å.

---

[3]
The following is a DFT calculation (wB97M-V/def2-TZVPD) of 8 unconnected molecules or ions with the total composition C32H40F24O16.

Electronic energy, Eh: -4843.9428
SMILES string: CCOC(=O)C(F)(F)F.CCOC(=O)C(F)(F)F.CCOC(=O)C(F)(F)F.CCOC(=O)C(F)(F)F.CCOC(=O)C(F)(F)F.CCOC(=O)C(F)(F)F.CCOC(=O)C(F)(F)F.CCOC(=O)C(F)(F)F
Energy relative to the best compared isomer or geometry (same formula, charge and spin), kJ/mol: 484.19
Gap between HOMO and LUMO, eV: 11.14
E_HOMO, eV: -11.0

Structure (XYZ):
```
112
Properties=species:S:1:pos:R:3:forces:R:3:mulliken_charge:R:1
C 4.816850 -9.177440 -13.771440 -0.63 -1.40 -1.14 -1.093
C 3.570820 -10.061240 -14.139630 0.47 0.09 -0.52 -0.254
O 3.791170 -10.847430 -15.418660 1.76 1.56 0.89 -0.235
C 2.934490 -11.708820 -15.841450 -3.69 -1.10 2.38 0.427
O 1.831000 -11.942350 -15.323750 2.36 0.52 -1.20 -0.570
C 3.344920 -12.559590 -17.044770 1.43 0.02 0.07 0.856
F 3.703230 -13.804260 -16.711230 -0.56 -0.26 0.65 -0.254
F 2.363590 -12.587210 -17.885190 -1.75 -0.40 -0.99 -0.234
F 4.388570 -12.091770 -17.708200 1.03 1.00 -0.24 -0.255
H 5.004950 -8.378010 -14.488120 -0.47 0.23 0.22 0.313
H 5.727350 -9.773670 -13.831290 -0.08 -0.24 0.34 0.316
H 4.663670 -8.833660 -12.748470 0.07 0.20 -0.18 0.353
H 2.682780 -9.447910 -14.292280 0.05 -0.13 -0.07 0.307
H 3.369830 -10.777270 -13.342750 0.00 -0.09 -0.22 0.321
C 7.424560 -19.882140 -33.670410 -0.37 -0.48 -0.11 -1.108
C 6.108160 -20.632380 -33.418330 1.46 0.44 -0.91 -0.180
O 6.417850 -21.961870 -32.852530 -0.91 0.65 0.94 -0.288
C 6.676520 -23.122370 -33.459910 0.13 2.76 -2.82 0.368
O 6.850580 -23.287310 -34.648780 -0.51 -0.02 1.26 -0.542
C 6.909080 -24.209610 -32.468220 -1.28 0.11 1.61 0.896
F 5.900990 -25.111810 -32.524900 0.78 0.03 -0.22 -0.249
F 8.074580 -24.735260 -32.723930 0.68 -1.07 -0.03 -0.229
F 6.915800 -23.731150 -31.209890 0.17 -0.37 -0.14 -0.250
H 7.254300 -18.879090 -34.061550 -0.37 -0.20 -0.58 0.375
H 7.919610 -20.534650 -34.389620 0.82 0.58 0.12 0.320
H 7.978440 -19.637660 -32.764020 0.19 -0.81 0.09 0.292
H 5.607610 -20.713370 -34.383220 -0.22 -0.39 0.23 0.290
H 5.560070 -19.960880 -32.757440 -0.58 -1.22 0.57 0.306
C 6.558880 -6.584610 -37.303480 -0.42 0.16 0.11 -1.093
C 5.296380 -7.177030 -36.615760 2.43 0.51 0.70 -0.213
O 4.706040 -8.001480 -37.588880 -1.74 -0.84 -0.85 -0.300
C 5.014440 -9.289960 -37.758920 1.86 0.72 1.41 0.413
O 5.831720 -9.896120 -37.091190 -1.57 0.41 -1.31 -0.530
C 4.281850 -9.854860 -39.010570 -0.78 0.66 -0.84 0.838
F 5.065930 -9.769480 -40.129670 -0.77 0.51 1.10 -0.243
F 4.007380 -11.119010 -38.849520 -0.05 -1.00 0.36 -0.232
F 3.070700 -9.226320 -39.231060 1.76 -0.36 0.06 -0.237
H 7.020980 -5.765510 -36.752450 -0.15 -0.05 0.16 0.375
H 6.269850 -6.203620 -38.282980 -0.15 0.18 0.05 0.314
H 7.334930 -7.321040 -37.512090 -0.17 -0.27 0.33 0.295
H 4.630280 -6.411180 -36.218410 -0.49 0.02 -1.00 0.325
H 5.552020 -7.698050 -35.693110 0.24 -0.65 -0.29 0.287
C 7.262500 -13.755080 -25.699310 -0.40 -0.63 1.19 -1.043
C 6.276940 -14.130760 -24.507300 0.25 1.48 -1.43 -0.319
O 5.922990 -15.526960 -24.451400 0.37 -0.80 0.28 -0.272
C 6.806600 -16.401510 -23.893570 0.49 1.33 -0.25 0.370
O 7.851800 -16.044610 -23.405980 -1.01 -1.17 -0.38 -0.511
C 6.214220 -17.901380 -23.953690 1.37 2.05 -2.23 0.840
F 5.546920 -18.049020 -25.132050 0.19 -0.08 0.83 -0.242
F 7.156840 -18.831870 -23.913900 0.10 0.17 0.17 -0.234
F 5.415160 -18.023700 -22.956240 -1.44 -0.63 1.43 -0.219
H 6.906450 -14.132750 -26.657800 -0.11 -0.35 0.19 0.282
H 8.265320 -14.130110 -25.494850 -0.05 -0.06 -0.12 0.299
H 7.336390 -12.678280 -25.851480 -0.15 0.09 0.46 0.382
H 5.362560 -13.571650 -24.705810 -0.42 -0.65 -0.29 0.334
H 6.533080 -13.680890 -23.548070 0.80 -0.74 0.14 0.335
C -1.133900 -16.785960 -35.853740 1.06 -0.51 -0.95 -0.963
C -2.278270 -15.894040 -36.077750 -0.81 1.57 1.65 -0.225
O -3.334730 -16.391240 -35.215990 -0.70 0.47 2.26 -0.287
C -3.380830 -16.019490 -33.887580 0.80 2.44 -0.59 0.346
O -2.736580 -15.151380 -33.292380 -1.05 -2.45 -2.00 -0.543
C -4.568230 -16.694700 -33.143740 2.35 0.84 -0.11 0.879
F -4.044250 -17.319840 -32.095080 -0.08 -0.12 0.91 -0.252
F -5.392310 -15.733410 -32.728890 -0.44 -0.48 -0.11 -0.233
F -5.129810 -17.597290 -33.880730 -1.57 -0.71 -0.79 -0.230
H -1.057800 -17.013680 -34.790510 -0.21 -0.46 -0.19 0.312
H -0.198610 -16.265870 -36.060750 0.05 -0.14 -0.45 0.332
H -1.285470 -17.622890 -36.535410 0.63 -0.54 0.59 0.268
H -2.773370 -15.812320 -37.045380 0.53 -0.25 -0.06 0.307
H -1.963450 -14.913880 -35.719610 -0.54 0.35 -0.14 0.291
C 2.461830 -13.357070 -30.123040 0.82 -1.16 1.06 -1.087
C 2.347120 -14.803250 -29.419230 0.79 1.44 -3.72 -0.324
O 1.505340 -14.649300 -28.320090 -1.33 -1.29 1.37 -0.221
C 0.704890 -15.698830 -28.055500 -1.07 -2.70 -2.82 0.497
O 0.581500 -16.755090 -28.750430 0.67 4.54 3.23 -0.545
C -0.214300 -15.453600 -26.786710 0.17 -0.19 1.39 0.765
F -1.494050 -15.108960 -26.998810 0.77 0.30 -0.89 -0.239
F -0.260880 -16.588920 -26.118810 0.03 -1.30 -0.05 -0.241
F 0.294400 -14.588320 -25.876090 0.14 0.46 -1.16 -0.233
H 3.206890 -12.753990 -29.604120 -0.65 0.41 0.57 0.275
H 1.447320 -12.961540 -30.172160 0.24 0.32 0.33 0.308
H 2.869480 -13.290160 -31.131720 -0.20 -1.02 -0.21 0.384
H 3.271380 -15.329770 -29.181250 0.15 0.52 0.43 0.360
H 1.916900 -15.406240 -30.218870 -0.52 -0.34 0.46 0.302
C 1.067380 -7.011750 -28.780040 -0.36 0.75 -1.03 -1.052
C -0.433260 -7.173610 -29.107230 1.04 -1.70 0.69 -0.209
O -0.627200 -7.659320 -30.482100 0.19 0.15 0.47 -0.288
C -0.762370 -6.797860 -31.449180 -0.69 3.07 -1.52 0.431
O -0.827870 -5.563910 -31.408080 0.38 -3.02 0.37 -0.532
C -0.991390 -7.492190 -32.870660 0.78 -0.10 -0.07 0.803
F -0.377150 -8.676690 -32.998870 0.43 0.16 0.34 -0.239
F -2.278480 -7.752840 -33.060150 -0.46 0.53 0.06 -0.242
F -0.537720 -6.703800 -33.879160 -0.49 -0.40 1.04 -0.240
H 1.696790 -7.867020 -29.025870 -0.53 -0.35 -0.15 0.301
H 1.224950 -6.839130 -27.715390 -0.19 0.39 -0.11 0.370
H 1.432210 -6.203530 -29.413920 0.33 0.32 0.46 0.300
H -1.085550 -6.339570 -28.848410 0.29 0.07 -0.42 0.349
H -0.698280 -8.052030 -28.518780 -0.70 0.13 -0.13 0.249
C -5.416290 -12.605760 -14.319830 0.31 2.60 0.79 -1.156
C -6.013800 -13.937740 -14.487700 0.34 -0.19 -0.99 -0.158
O -5.010070 -14.618190 -15.280840 1.40 -0.17 0.05 -0.228
C -5.335810 -15.464800 -16.197060 -2.87 -2.42 -1.15 0.466
O -6.485850 -15.862890 -16.419510 2.64 0.80 0.13 -0.570
C -4.119050 -16.049410 -17.066750 -0.26 1.23 -0.66 0.799
F -4.207380 -17.342430 -17.318670 -0.38 -0.29 0.66 -0.229
F -4.118060 -15.448150 -18.277660 -0.55 0.27 0.10 -0.264
F -2.927360 -15.779660 -16.558660 0.22 -0.13 0.82 -0.230
H -6.153730 -11.870400 -13.998130 -0.22 -0.24 0.76 0.379
H -5.036120 -12.032190 -15.165160 0.01 -0.95 -0.78 0.351
H -4.576520 -12.613380 -13.624970 -0.17 -0.06 0.21 0.286
H -6.946800 -13.918230 -15.050920 -0.03 -0.28 0.31 0.320
H -6.056610 -14.442740 -13.522690 -0.43 -0.18 -0.24 0.234
```
Forces are in eV/Å.

---

[4]
The following is a DFT calculation (wB97M-V/def2-TZVPD) of 2 unconnected molecules or ions with the total composition C2H4FP.

Electronic energy, Eh: -519.7497
SMILES string: CC#P.F
Energy relative to the best compared isomer or geometry (same formula, charge and spin), kJ/mol: 121.32
Gap between HOMO and LUMO, eV: 10.11
E_HOMO, eV: -9.5

Structure (XYZ):
```
8
Properties=species:S:1:pos:R:3:forces:R:3:nbo_charge:R:1
C 0.334603 -0.821665 0.553910 -0.88 -0.55 -0.81 -0.755
C 0.539411 0.621172 0.461498 0.95 -0.20 0.20 -0.469
P 0.790761 2.120252 0.251446 0.13 0.19 0.27 0.447
H -0.733643 -0.901587 0.141294 1.44 -0.68 1.31 0.280
H 0.576003 -1.290533 1.541180 -0.73 0.66 -0.65 0.247
H 0.960734 -1.384740 -0.174417 -0.23 0.60 0.28 0.243
F -1.427584 0.431047 -1.204681 -0.11 1.33 -1.35 -0.568
H -1.040285 1.226052 -1.570231 -0.56 -1.35 0.76 0.576
```
Forces are in eV/Å.

---

[5]
The following is a DFT calculation (wB97M-V/def2-TZVPD) of a single C5H4O2 molecule.

Electronic energy, Eh: -343.3743
SMILES string: O=C1C=CCC1=O
Energy relative to the best compared isomer or geometry (same formula, charge and spin), kJ/mol: 47.52
Gap between HOMO and LUMO, eV: 8.78
E_HOMO, eV: -9.4

Structure (XYZ):
```
11
Properties=species:S:1:pos:R:3:forces:R:3:nbo_charge:R:1
O 0.074595 2.315547 0.221911 -0.08 -0.54 -0.12 -0.470
C -0.027054 1.129162 0.027693 -0.06 0.46 0.04 0.429
C -1.230343 0.316352 -0.249831 0.04 -0.10 -0.01 -0.313
C -0.907790 -0.981769 -0.325335 -0.01 0.13 0.02 -0.078
C 0.555717 -1.268101 -0.094690 0.03 -0.03 0.00 -0.567
C 1.155868 0.124281 0.035898 0.52 0.03 0.06 0.500
O 2.316893 0.424994 0.114689 -0.59 -0.19 -0.03 -0.455
H -2.218764 0.743465 -0.373953 0.13 -0.06 0.03 0.236
H -1.617809 -1.778748 -0.529089 0.09 0.13 0.04 0.219
H 0.723077 -1.833759 0.830503 -0.02 0.06 -0.12 0.250
H 1.024737 -1.834690 -0.906128 -0.06 0.10 0.09 0.248
```
Forces are in eV/Å.

---

[6]
The following is a DFT calculation (wB97M-V/def2-TZVPD) of a single C6H10O molecule.

Electronic energy, Eh: -309.8093
SMILES string: C[C@H]1CC=CCO1
Energy relative to the best compared isomer or geometry (same formula, charge and spin), kJ/mol: 86.81
Gap between HOMO and LUMO, eV: 10.58
E_HOMO, eV: -9.4

Structure (XYZ):
```
17
Properties=species:S:1:pos:R:3:forces:R:3:nbo_charge:R:1
C 0.195429 -2.162818 0.275891 -0.30 -0.34 -0.08 -0.610
C -0.024418 -0.688053 0.259365 0.03 -0.09 -0.01 0.096
C 0.552786 0.330369 1.222286 0.04 -0.12 0.01 -0.466
C 0.106682 1.675453 0.686589 -0.16 0.02 -0.30 -0.169
C -0.340058 1.819880 -0.566883 -0.37 -0.18 0.04 -0.230
C -0.343972 0.653927 -1.546406 -0.61 -0.24 -0.32 -0.100
O 0.467311 -0.351981 -1.033290 0.20 0.03 0.03 -0.539
H -0.227660 -2.609642 1.174704 0.20 -0.28 0.00 0.204
H 1.250008 -2.423889 0.109455 -0.38 -0.07 0.14 0.215
H -0.425714 -2.425182 -0.614641 0.70 -0.61 0.75 0.220
H -1.124206 -0.573836 0.319587 0.19 0.25 -0.30 0.160
H 1.645352 0.249611 1.247783 -0.06 0.05 0.05 0.221
H 0.183197 0.195795 2.246377 0.01 -0.04 -0.16 0.213
H 0.086933 2.510463 1.386057 0.10 -0.04 -0.27 0.208
H -0.720945 2.772548 -0.918223 0.02 0.01 0.06 0.208
H -1.332419 0.102792 -1.714303 0.50 1.49 0.10 0.170
H 0.051694 0.924564 -2.534347 -0.11 0.15 0.25 0.198
```
Forces are in eV/Å.

---

> What is the formula in the fourth record?

C2H4FP

---

> Which of these has the highest electronic energy?

C6H10O